252
Properties=species:S:1:pos:R:3:forces:R:3:mulliken_charge:R:1 method="wB97M-V/def2-TZVPD" e_homo_ev=-9.59 spin_multiplicity=1 energy_ha=-7077.294347 homo_lumo_gap_ev=4.59 charge=+2 mol_weight_g_mol=1944.77 relative_energy_kj_mol=0.0
C -14.877 32.069 8.846 -0.24 2.17 -0.24 -1.541
C -14.238 31.464 7.608 -1.02 -0.09 0.45 -0.149
C -15.311 30.696 6.904 0.15 0.46 -1.41 -1.310
N -15.067 30.382 5.434 0.17 0.10 -0.09 1.281
C -15.064 31.621 4.670 -0.85 2.48 -0.25 -1.144
C -16.078 29.395 4.855 -1.34 -0.51 -0.60 0.501
C -15.291 28.269 4.070 -1.00 1.39 1.17 0.743
C -14.026 29.006 3.817 3.05 -0.78 -0.41 -0.766
C -13.739 29.808 5.096 1.87 -0.54 -0.72 -0.579
H -15.220 31.416 9.603 -0.14 -1.00 0.73 0.384
H -15.774 32.734 8.595 1.25 -0.83 0.11 0.143
H -14.093 32.731 9.242 -0.49 -0.10 0.41 0.468
H -13.445 30.776 7.906 0.40 0.59 -0.33 0.457
H -13.957 32.365 7.087 0.82 -0.17 -0.74 0.149
H -16.222 31.262 6.912 -0.56 0.34 -0.16 -0.047
H -15.518 29.795 7.395 -0.22 -1.54 0.60 1.141
H -15.973 32.243 4.776 0.22 -0.58 0.42 -0.662
H -15.037 31.418 3.625 0.24 -0.49 -0.72 0.054
H -14.210 32.258 4.927 -0.27 -0.20 0.10 0.834
H -16.746 29.900 4.091 0.86 -0.20 1.50 -0.912
H -16.644 29.020 5.726 0.18 0.11 -0.58 0.125
H -15.854 28.013 3.178 0.03 -0.13 -0.04 0.873
H -15.116 27.445 4.755 0.04 -0.17 -0.05 -1.121
H -13.945 29.575 2.892 -0.92 0.64 0.18 -0.231
H -13.123 28.380 3.617 -0.64 -0.24 0.63 0.580
H -13.005 30.613 4.815 -0.74 -0.64 0.84 0.379
H -13.326 29.160 5.907 -0.62 0.45 -0.67 0.539
C -11.257 32.507 1.210 0.02 -0.33 0.53 -1.527
C -12.750 32.322 0.864 0.01 -0.65 3.44 0.272
C -13.333 33.662 0.648 -0.67 0.97 1.12 -0.820
N -14.811 33.706 0.338 -0.74 -0.60 0.23 0.544
C -15.351 32.602 -0.592 0.32 0.10 2.03 -1.102
C -15.143 34.999 -0.310 -0.87 -0.29 -1.71 -0.861
C -16.611 35.364 0.089 0.75 -1.32 -0.01 -0.814
C -16.982 34.359 1.238 0.21 -1.08 -0.59 0.280
C -15.637 33.705 1.658 0.41 0.98 -0.67 0.950
H -11.129 33.114 2.111 -0.39 0.39 -0.17 0.347
H -10.699 32.996 0.412 0.05 -0.21 -0.08 0.403
H -10.755 31.590 1.543 -0.21 -0.11 -0.70 0.405
H -13.254 31.881 1.793 0.58 0.39 -0.99 -0.293
H -12.973 31.619 0.110 0.17 -0.63 -1.22 0.545
H -12.780 34.141 -0.125 0.11 0.58 -1.00 0.718
H -13.235 34.313 1.567 0.08 -0.76 -1.04 0.164
H -15.317 31.659 -0.037 0.15 0.12 -0.20 0.260
H -14.722 32.577 -1.460 0.03 0.02 -0.56 0.390
H -16.407 32.806 -0.760 0.22 0.17 -0.35 0.459
H -14.938 34.884 -1.432 -0.44 0.22 1.55 0.339
H -14.471 35.727 0.063 0.67 0.72 0.45 0.450
H -17.270 35.371 -0.786 -0.02 -0.17 0.42 0.408
H -16.544 36.343 0.492 -0.36 0.95 0.33 0.350
H -17.735 33.571 0.967 0.85 0.58 -0.21 0.386
H -17.446 34.828 2.082 0.07 0.72 0.32 -0.615
H -15.698 32.703 1.991 -0.45 -1.15 0.02 -0.178
H -15.035 34.216 2.446 -0.81 0.10 -1.04 -0.897
C -23.544 31.612 6.262 -0.13 0.20 1.36 -1.038
N -22.485 32.662 6.261 -0.46 0.02 1.09 0.781
C -22.582 33.450 5.215 0.55 2.34 -1.00 -0.940
C -21.923 34.701 5.113 -0.80 -1.68 2.46 -0.935
C -21.214 35.086 6.281 1.36 0.35 -0.84 1.397
C -21.025 34.203 7.380 -0.71 -0.05 -0.93 -0.155
C -21.737 33.013 7.344 0.12 0.99 -0.67 -2.046
C -20.539 36.436 6.369 -0.52 -0.07 -0.13 1.240
C -20.286 37.249 5.239 -0.89 -1.34 0.13 -0.041
C -19.873 38.537 5.431 0.82 -0.40 -2.09 0.104
N -19.684 39.003 6.645 0.56 1.08 1.31 0.661
C -19.834 38.240 7.729 -0.35 -0.40 0.57 -1.213
C -20.239 36.914 7.638 -0.43 1.17 -0.41 -0.140
C -19.194 40.392 6.827 1.37 -0.25 -0.97 -0.409
H -23.246 30.811 6.896 0.33 -0.43 0.95 0.332
H -23.567 31.121 5.303 -0.39 0.44 -0.48 0.411
H -24.501 32.070 6.654 1.01 -0.57 -0.86 0.257
H -23.349 33.095 4.556 0.14 0.30 -0.88 0.644
H -22.175 35.373 4.326 0.32 0.25 -0.61 0.846
H -20.388 34.504 8.244 -0.67 -0.55 -0.44 0.411
H -21.795 32.394 8.182 0.11 -1.25 0.97 0.967
H -20.417 36.790 4.224 0.17 0.53 0.78 -0.309
H -19.518 39.152 4.580 -0.61 -0.23 0.67 0.599
H -19.691 38.731 8.678 0.15 0.04 0.24 0.688
H -20.459 36.379 8.544 0.25 -0.02 0.21 -0.182
H -18.952 40.775 5.844 0.17 -0.12 -0.43 -0.229
H -18.221 40.352 7.368 -1.19 0.31 0.20 -0.019
H -19.972 41.061 7.136 -0.33 0.01 1.10 0.164
C -12.690 23.835 6.650 1.38 1.62 0.38 -0.866
N -13.947 24.166 5.954 -0.77 -0.65 3.71 0.188
C -15.014 24.287 6.830 -0.25 0.51 -0.73 -0.444
C -16.257 24.672 6.393 -0.09 -0.16 -0.45 -0.450
C -16.440 24.941 5.015 0.80 -0.23 -0.07 0.881
C -15.345 24.787 4.166 0.32 -0.73 -0.11 -0.667
C -14.086 24.364 4.689 -1.73 1.34 -2.11 -0.222
C -17.696 25.548 4.509 -1.28 -0.09 -0.92 1.041
C -18.147 26.689 5.142 -0.91 1.36 -0.71 -0.272
C -19.214 27.460 4.585 0.15 -1.57 -1.21 -0.628
N -19.847 27.022 3.436 1.76 0.60 2.33 0.250
C -19.495 25.821 2.908 -1.15 2.17 -1.48 -0.561
C -18.458 25.105 3.370 1.20 -1.31 1.31 -0.686
C -20.844 27.888 2.787 0.34 -0.70 -0.49 -0.830
H -12.398 24.710 7.289 -0.66 -0.64 -0.48 0.313
H -11.833 23.743 5.991 -0.31 -0.25 -0.53 0.325
H -12.763 22.957 7.270 -0.39 -0.31 -0.04 0.378
H -14.828 24.173 7.891 0.27 -0.22 -0.23 0.364
H -17.108 24.735 7.080 0.60 0.15 -0.17 0.480
H -15.470 24.933 3.075 0.32 0.07 0.88 0.402
H -13.210 24.332 4.077 0.32 -0.26 -0.27 0.409
H -17.588 27.102 5.976 -0.13 -0.03 0.22 0.362
H -19.565 28.404 4.986 0.11 -0.06 0.10 0.303
H -20.016 25.685 1.949 0.27 -0.79 0.65 0.378
H -18.347 24.118 2.920 0.56 0.33 0.04 0.514
H -20.411 28.632 2.127 0.47 0.02 0.20 0.211
H -21.438 28.320 3.540 -0.60 0.75 0.97 0.270
H -21.475 27.250 2.207 -0.46 -0.42 -0.43 0.429
C -21.856 42.022 10.463 2.45 0.43 0.50 -0.747
N -22.500 40.770 10.715 1.29 -0.32 3.62 0.391
C -22.264 40.347 12.116 -1.71 -2.07 -1.10 -0.408
C -22.797 38.934 12.309 -0.48 0.52 2.31 -1.302
C -23.416 38.169 11.433 -0.75 0.02 -2.12 1.581
C -23.602 38.740 10.117 0.26 -0.74 0.17 -1.016
C -23.147 39.974 9.869 0.14 1.61 -0.93 -0.420
C -23.868 36.759 11.650 -0.65 0.49 1.28 -0.137
C -25.075 36.361 12.290 0.33 -1.13 0.01 -0.468
C -25.291 34.988 12.595 2.37 2.69 -1.60 -0.453
N -24.334 34.042 12.314 -0.95 1.54 0.33 0.207
C -23.193 34.440 11.754 0.48 1.08 -1.16 -0.590
C -22.983 35.758 11.338 1.25 -1.01 0.37 -0.422
C -24.628 32.637 12.433 -0.55 -2.22 -0.07 -0.981
H -22.229 42.438 9.574 -0.80 1.03 -0.74 0.342
H -20.718 42.012 10.310 -1.48 -0.91 0.04 -0.051
H -21.874 42.634 11.385 -0.85 0.11 -0.60 0.302
H -22.797 40.968 12.828 0.06 0.69 -0.07 0.559
H -22.870 38.656 13.353 0.54 -0.20 0.20 0.447
H -23.941 38.199 9.276 -0.72 -0.59 -0.50 0.508
H -23.347 40.530 8.967 0.06 -0.59 -0.54 0.542
H -25.830 37.122 12.548 0.38 -0.65 -0.05 0.470
H -26.198 34.750 13.019 -1.63 -1.19 0.92 0.495
H -22.406 33.732 11.549 0.00 -0.34 0.13 0.528
H -21.988 35.963 10.912 -0.53 -0.12 0.15 0.579
H -25.156 32.290 11.495 0.32 0.39 1.22 0.330
H -25.182 32.361 13.358 -0.03 0.66 -0.79 0.355
H -23.722 32.020 12.514 0.03 0.61 -0.22 0.340
C -14.209 40.535 7.191 -2.44 -0.29 -0.76 -0.985
N -15.014 39.287 6.892 -0.07 0.48 -1.35 0.495
C -15.397 38.555 7.881 -2.09 -3.41 1.99 -0.865
C -16.170 37.352 7.753 0.60 1.70 -1.81 -0.181
C -16.374 36.918 6.419 -0.04 -0.10 1.35 1.428
C -15.953 37.688 5.332 0.43 1.13 1.07 -1.163
C -15.392 38.910 5.621 1.82 2.33 -1.47 -1.163
C -17.069 35.659 6.128 -0.40 -0.49 1.30 0.734
C -17.690 35.504 4.921 0.07 0.01 -2.49 -0.178
C -18.359 34.356 4.535 0.76 0.48 1.17 0.015
N -18.464 33.360 5.440 -0.45 1.05 -1.42 1.706
C -17.919 33.510 6.646 -0.22 -0.99 1.73 -0.471
C -17.227 34.632 7.069 -0.64 -0.51 -0.85 -1.523
C -19.354 32.255 5.067 -0.41 0.21 1.01 -0.340
H -14.271 40.823 8.226 -0.18 -0.38 0.35 0.373
H -14.705 41.299 6.613 0.12 0.44 -0.26 0.271
H -13.235 40.370 6.871 1.76 -0.25 -0.56 0.382
H -15.157 38.840 8.870 0.31 0.62 0.77 0.456
H -16.673 36.914 8.621 0.44 -0.14 -0.22 0.481
H -16.039 37.334 4.317 -0.10 0.32 -0.07 0.693
H -15.096 39.718 4.853 -0.63 -1.74 1.06 0.543
H -17.625 36.249 4.102 -0.35 -0.34 0.76 -0.282
H -18.815 34.270 3.560 -0.19 -0.14 0.16 0.262
H -18.136 32.680 7.350 0.19 0.61 -0.50 0.757
H -16.988 34.654 8.119 0.39 0.31 0.00 0.879
H -20.076 32.645 4.346 0.33 -0.29 -0.01 0.273
H -19.875 31.917 5.961 0.12 -0.11 -0.09 -0.393
H -18.763 31.459 4.689 0.29 -0.72 -0.58 -0.209
C -15.295 44.882 8.670 -1.09 -1.21 0.83 -0.707
N -16.619 45.174 8.140 -2.32 0.60 -2.57 0.114
C -17.806 44.683 8.626 1.98 0.69 -0.48 -1.188
C -18.975 44.788 7.910 -0.85 0.36 0.53 -0.432
C -18.992 45.417 6.680 0.17 -0.98 -1.15 0.701
C -17.782 45.836 6.136 0.32 1.06 -0.53 -0.763
C -16.657 45.749 6.889 1.72 -0.78 1.31 -0.366
C -20.246 45.353 5.861 0.69 -0.91 -1.35 0.413
C -20.446 44.365 4.822 0.66 0.63 1.54 -0.055
C -21.717 44.394 4.267 2.14 0.03 0.24 -0.393
N -22.587 45.370 4.504 -0.82 -0.62 -1.19 0.107
C -22.395 46.323 5.365 1.66 0.38 1.85 -0.431
C -21.212 46.289 6.081 -1.03 1.55 1.04 -0.394
C -23.858 45.376 3.811 -1.36 -1.28 0.42 -1.000
H -14.589 45.168 7.936 0.77 0.31 -0.44 0.315
H -15.304 43.800 8.801 0.37 0.01 0.18 0.218
H -15.150 45.374 9.610 0.19 0.30 0.46 0.308
H -17.670 44.206 9.554 -0.43 -0.57 0.96 1.054
H -19.932 44.416 8.295 0.62 -0.15 0.07 0.459
H -17.569 46.261 5.143 -0.89 -0.38 0.41 0.414
H -15.647 45.980 6.504 -0.96 0.12 0.07 0.399
H -19.610 43.610 4.581 -1.68 1.04 0.22 0.299
H -22.039 43.702 3.553 -0.28 -1.01 -0.87 0.475
H -23.147 47.055 5.601 -0.28 -0.02 -0.41 0.479
H -21.149 47.055 6.870 0.39 -0.49 -0.40 0.439
H -24.055 46.404 3.547 -0.57 0.02 -0.05 0.369
H -24.559 44.870 4.512 0.02 0.91 -0.36 0.367
H -23.900 44.717 2.944 0.60 0.29 -0.14 0.304
B -17.147 42.594 4.142 -0.27 1.11 -0.52 -0.006
F -17.120 43.372 5.381 0.32 -0.62 -1.06 0.025
F -18.548 42.263 3.981 0.85 -0.60 0.18 -0.513
F -16.772 43.325 2.990 -0.25 0.02 1.08 -0.352
F -16.270 41.516 4.244 -0.49 -0.29 0.47 -0.097
B -20.668 29.264 7.219 0.44 1.91 0.09 0.250
F -20.847 27.927 7.225 -0.05 -0.97 0.18 -0.283
F -21.419 29.952 8.228 0.27 -0.43 -0.65 -0.337
F -19.299 29.650 7.315 -0.26 -0.33 0.16 -0.204
F -21.068 29.775 5.927 -0.42 0.04 -0.16 -0.327
B -23.191 42.638 7.144 0.30 -0.21 -0.18 -0.059
F -22.040 43.477 7.231 -0.42 0.56 0.30 0.188
F -23.849 42.971 5.901 0.42 -0.42 0.86 -0.303
F -22.615 41.333 7.173 -0.62 0.10 -0.57 -0.286
F -24.075 42.756 8.237 0.54 0.23 -0.83 -0.307
B -17.640 41.625 9.912 0.33 -0.67 -1.73 -0.328
F -17.377 42.200 11.134 0.03 0.09 -0.31 -0.315
F -17.689 40.200 9.958 0.47 0.83 -0.17 0.070
F -18.845 42.059 9.325 0.16 0.26 0.46 0.055
F -16.596 42.027 8.900 -0.54 -0.48 1.17 -0.008
B -17.495 30.254 1.860 -0.78 1.79 -0.86 0.045
F -17.614 31.411 2.724 -0.52 -0.45 0.11 0.225
F -18.140 29.135 2.373 0.11 -0.39 0.60 0.200
F -18.138 30.578 0.637 0.70 -0.16 0.45 -0.372
F -16.120 30.098 1.758 0.45 -0.61 -0.51 -0.331
B -13.799 35.444 4.322 1.17 -1.77 1.61 0.026
F -15.022 34.776 4.684 0.02 0.58 0.22 0.563
F -13.925 35.767 3.002 0.28 0.51 -1.14 -0.427
F -13.439 36.536 5.082 -0.69 0.56 0.24 -0.286
F -12.784 34.459 4.614 -0.39 0.11 -0.86 -0.385
C -20.142 37.123 0.804 0.03 -0.67 -0.20 -1.407
C -19.573 36.624 2.172 -0.73 -0.24 -0.27 0.615
O -20.327 35.848 2.859 0.01 -0.13 -1.12 -0.626
O -18.485 37.044 2.599 0.38 0.42 -0.52 -0.629
H -20.868 36.336 0.393 1.07 1.31 0.51 0.247
H -19.356 37.420 0.046 -0.78 -0.55 0.98 0.292
H -20.685 38.050 1.057 -0.03 -0.40 -0.25 0.403
C -13.842 27.947 8.716 0.90 0.25 2.48 -0.867
C -14.436 27.405 7.481 0.38 -0.09 -1.78 0.732
O -13.625 27.116 6.524 -1.04 -0.48 1.07 -0.723
O -15.688 27.455 7.406 -0.06 -0.52 -0.38 -0.563
H -14.404 27.829 9.658 -0.40 -0.02 -0.69 0.340
H -13.737 29.009 8.567 -0.10 0.51 -0.02 -0.123
H -12.837 27.647 9.013 0.17 -0.41 -0.67 0.351
C -18.353 35.140 11.887 1.27 -0.12 1.79 -1.495
C -19.060 35.177 10.554 -0.78 -0.14 1.38 0.464
O -18.375 35.548 9.577 -0.77 -0.33 -0.71 -0.389
O -20.307 34.856 10.635 1.36 0.30 -1.44 -0.569
H -18.130 34.089 12.239 -0.27 0.88 -0.66 0.289
H -19.045 35.526 12.686 0.82 -0.06 -0.77 0.324
H -17.340 35.685 11.875 -1.67 -0.64 0.05 0.266
C -18.620 39.639 12.539 -1.27 0.06 0.16 -1.272
C -20.076 39.514 11.947 2.03 1.59 1.20 0.314
O -20.929 40.401 12.574 1.10 -0.36 -0.54 -0.352
O -20.422 38.827 11.045 -0.02 -0.82 -0.82 0.458
H -17.897 39.084 11.929 -0.46 0.38 0.11 0.123
H -18.638 39.194 13.541 -0.09 0.06 -0.08 0.521
H -18.349 40.713 12.671 -0.21 -0.92 -0.33 0.206